Density functional theory data (ωB97M-V/def2-TZVPD) for a cluster of 7 separate species, C36H84N4O6S3 in total at a distorted geometry.

Last column: Mulliken charge in e.
CARTESIAN COORDINATES (ANGSTROEM)
N (3.402, -1.702, -5.729)  0.267
H (4.473, 5.794, 2.246)  0.340
H (-2.614, -6.583, 4.083)  0.329
C (2.150, 4.134, -2.708)  0.503
H (3.799, -4.768, -2.129)  0.356
C (2.969, -1.758, -7.126)  -0.400
H (-0.705, 1.536, -2.199)  0.157
C (2.975, -4.784, -0.158)  -0.941
H (3.887, -4.539, -5.130)  0.197
H (0.708, 4.667, 3.496)  0.336
C (-1.192, -2.424, -0.569)  -0.591
C (-3.548, 3.973, 4.419)  -0.170
H (3.282, -1.818, -2.851)  0.213
H (3.442, -0.737, -8.974)  0.431
C (-3.464, -4.673, 4.592)  -0.297
H (2.010, -1.243, -7.157)  0.408
H (5.582, -4.378, -5.664)  0.403
O (3.629, -7.473, -1.760)  -0.675
H (-3.708, -4.360, 3.569)  0.371
C (-2.266, -2.595, 4.854)  -0.725
H (-3.707, 1.493, 4.076)  0.386
C (2.846, -4.965, -1.643)  -0.142
H (-3.680, 4.082, 6.581)  0.408
S (1.048, 5.509, 1.322)  1.060
H (-1.466, 1.565, 0.847)  -0.151
H (-3.469, -1.015, -3.025)  0.300
H (1.661, 4.675, -6.061)  0.394
H (-5.457, 1.568, 1.603)  0.239
C (-0.599, 1.886, -1.172)  -1.003
H (-1.609, -4.822, 8.172)  0.365
H (0.948, -4.908, 0.336)  -0.050
H (-0.752, -1.742, 3.605)  0.421
H (1.373, -1.688, -5.130)  0.505
S (2.567, 5.884, -2.804)  1.060
H (1.856, -5.656, 1.618)  0.406
H (-4.639, 3.503, 1.302)  0.286
H (-2.088, -2.790, -1.068)  0.414
H (-0.122, -0.730, 0.117)  0.362
C (-1.818, -2.009, 3.520)  -0.920
H (3.156, 5.550, 0.394)  0.110
H (-0.445, -0.643, -1.546)  -0.117
H (-3.711, 5.047, 4.307)  0.402
H (-0.692, 2.972, -1.251)  0.350
H (-1.427, -5.661, 5.983)  0.455
C (-4.135, 4.120, 2.049)  -1.051
H (2.067, 2.769, -4.423)  0.160
C (1.424, 4.435, 2.703)  -0.517
H (-3.207, -2.176, 5.231)  0.443
C (-1.661, 1.368, -0.209)  -0.495
C (-3.454, -6.188, 4.655)  -1.416
C (-1.431, -4.575, 6.021)  -0.756
O (0.142, 6.551, 1.711)  -0.688
N (-2.040, -0.051, -0.288)  0.526
H (4.256, -4.122, -6.797)  0.300
O (0.799, 4.666, 0.175)  -0.508
C (-3.272, -0.316, -0.977)  -0.697
H (-0.387, -4.286, 5.860)  0.341
H (4.242, -0.058, -7.561)  0.316
H (3.085, 4.562, 4.135)  0.345
H (-4.663, 5.067, 2.169)  0.445
H (-4.922, 0.115, 2.370)  0.356
H (2.237, -3.094, -4.588)  0.153
H (3.220, 4.680, -5.298)  0.339
C (1.832, -5.526, 0.541)  -0.270
H (3.055, -0.330, -3.693)  0.487
C (-4.067, 3.496, 5.750)  -1.319
C (3.414, 5.950, 2.457)  -0.755
C (2.709, 6.208, 1.135)  -0.591
H (3.439, 3.810, 2.625)  0.285
H (0.417, 1.672, -0.833)  0.414
H (-3.000, -4.052, 7.416)  0.249
C (-3.265, -0.069, -2.519)  -1.011
H (1.185, 3.404, 2.448)  0.329
H (-2.301, 0.302, -2.853)  0.193
H (-4.352, -6.553, 4.154)  0.420
H (3.342, 6.775, 3.166)  0.336
H (-2.573, 1.915, -0.469)  0.396
H (0.540, -6.943, -0.460)  0.369
C (4.574, -3.977, -5.762)  -0.999
H (-3.928, 2.423, 5.879)  0.281
N (-2.183, -4.043, 4.892)  0.193
H (-0.275, -2.873, -0.957)  -0.014
H (-3.152, 1.738, 2.379)  -0.870
C (-3.956, 1.930, 3.110)  0.778
H (-1.330, -2.812, 0.446)  -0.070
H (2.005, -4.412, -2.066)  -0.010
O (3.994, 5.976, -2.920)  -0.686
H (5.493, -2.069, -5.950)  0.389
H (1.424, 3.992, -1.911)  -0.520
H (2.345, 7.029, -4.839)  0.464
H (-2.121, 3.482, 1.811)  -0.017
C (3.925, -0.991, -8.028)  -1.328
H (4.859, -2.313, -4.402)  0.309
H (-5.157, 3.603, 5.801)  0.338
C (2.547, -1.263, -3.450)  -0.931
H (4.825, -1.553, -8.291)  0.290
N (-4.215, 3.345, 3.277)  0.278
H (-1.460, -3.189, 7.766)  0.358
C (-5.156, 1.163, 2.576)  -1.514
H (0.784, 6.219, -4.347)  0.300
C (2.355, -2.017, -4.779)  -0.526
H (-6.056, 1.206, 3.191)  0.344
C (-2.687, 4.390, 1.577)  -0.605
H (3.898, -5.281, 0.188)  0.406
H (1.648, -1.162, -2.848)  -0.040
H (-3.518, -1.367, -0.818)  0.551
H (3.058, 3.636, -2.365)  0.414
H (-1.530, -2.224, 5.574)  0.275
H (0.584, 3.693, -4.138)  0.251
S (2.426, -6.688, -1.824)  1.200
H (-2.592, 4.578, 0.513)  0.544
H (-4.088, 0.219, -0.491)  0.297
C (1.596, -6.838, -0.219)  -0.764
H (-4.278, -4.237, 5.199)  0.315
H (-2.272, -1.030, 3.339)  0.187
C (-0.938, -0.930, -0.594)  -0.193
H (-3.428, -6.528, 5.687)  0.319
C (2.883, 4.641, 3.069)  -0.710
C (1.869, 6.144, -4.431)  -0.742
H (-1.744, -2.619, 2.623)  0.028
H (3.222, -3.778, 0.182)  0.415
H (-2.462, 3.795, 4.329)  0.120
C (1.673, 3.727, -4.090)  -0.490
H (2.585, 7.236, 0.820)  0.544
H (1.957, -7.776, 0.194)  0.386
C (-1.911, -4.109, 7.394)  -1.033
C (4.605, -2.474, -5.455)  -0.713
H (-2.255, 5.145, 2.234)  0.413
H (2.861, -2.789, -7.488)  0.305
O (1.892, 6.633, -1.799)  -0.583
O (1.477, -6.892, -2.881)  -0.683
H (-4.088, 0.588, -2.798)  0.358
C (2.153, 4.803, -5.097)  -0.795

**LUMO**: 0.28 eV
**Frontier orbital gap**: 8.3 eV
**Energy relative to the best compared isomer or geometry (same formula, charge and spin)**: 189.6 kJ/mol
**HOMO**: -8.0 eV
**SMILES**: O=S1(=O)CCCC1.O=S1(=O)CCCC1.O=S1(=O)CCCC1.CCN(CC)CC.CCN(CC)CC.CCN(CC)CC.CCN(CC)CC